C4H11N2O | the ωB97M-V functional and the def2-TZVPD basis

Summary:
Highest occupied orbital energy ... -13.85 eV
Largest force on an atom ... 5.0 eV Å⁻¹
ΔE to the lowest compared entry with this formula, charge and spin ... 74.0 kcal/mol
Molecular weight ... 103.14 u
Electronic energy ... -9345.649 eV
HOMO-LUMO gap ... 10.5 eV

```
! RIJCOSX wB97M-V def2-TZVPD def2/J DEFGRID3
* xyz 1 1
C 0.951 -0.086 0.015
H -3.426 -0.655 0.895
C -0.632 0.273 -0.185
H -2.245 -2.047 0.609
N 1.622 0.690 -0.921
H -2.626 -1.459 2.277
O 1.225 -0.689 1.062
C 1.329 0.914 -2.313
H 0.613 -0.107 -2.614
H 0.770 1.830 -2.597
H -0.645 1.448 -0.286
H -0.694 -0.005 1.976
N -1.405 -0.031 1.180
C -2.481 -1.182 1.224
H 2.678 0.941 -0.732
H -1.185 -0.354 -0.903
H 2.313 0.975 -2.826
H -1.883 0.817 1.448
*
```